Record 1
{"formula": "C32H32Br2N5O4PV", "method": "ωB97M-V with the def2-TZVPD basis set", "e_lumo_ev": [-7.9, -7.8], "charge": 2, "e_homo_ev": [-12.95, -12.89], "s_squared": 0.816, "relative_energy_kcal_mol": 25.7, "spin_multiplicity": 2, "elements": ["V", "C", "C", "C", "C", "C", "C", "N", "C", "C", "C", "C", "C", "C", "N", "N", "C", "C", "C", "C", "C", "N", "H", "H", "H", "H", "H", "H", "H", "H", "H", "H", "H", "H", "H", "Br", "C", "C", "C", "Br", "C", "C", "C", "C", "N", "C", "C", "O", "H", "H", "H", "H", "C", "C", "O", "P", "O", "C", "C", "O", "C", "C", "H", "H", "H", "H", "H", "H", "H", "H", "H", "H", "H", "H", "H", "H", "H"], "coordinates": [[10.00750, 10.73741, 11.93829], [7.07147, 10.83565, 16.38042], [6.79152, 10.21354, 15.13629], [7.78715, 9.92219, 14.26168], [9.14201, 10.18237, 14.61079], [9.41314, 10.76076, 15.87880], [8.39031, 11.13681, 16.69415], [10.16883, 9.96503, 13.75859], [11.41118, 9.54849, 14.18262], [11.59651, 8.49544, 15.09143], [12.81587, 8.06397, 15.32144], [13.92406, 8.71498, 14.76457], [13.78960, 9.78279, 13.86412], [12.47838, 10.20153, 13.54390], [11.98724, 11.19582, 12.68914], [12.64486, 12.27990, 12.63333], [11.88351, 13.28202, 11.96304], [12.52810, 14.44026, 11.64418], [11.88802, 15.35705, 10.73846], [10.60493, 15.06984, 10.35826], [9.96495, 13.88338, 10.82980], [10.57422, 13.01716, 11.64589], [6.25067, 11.01617, 17.04068], [5.75887, 9.99161, 14.91931], [7.59822, 9.38216, 13.34626], [10.43509, 10.99847, 16.14532], [8.54520, 11.53441, 17.65746], [10.68848, 8.03651, 15.42690], [12.93791, 7.20935, 15.96086], [14.92043, 8.27662, 14.85331], [14.64730, 10.29430, 13.44269], [13.56577, 14.46849, 11.92057], [12.38053, 16.24281, 10.33761], [10.07894, 15.65841, 9.63051], [8.91515, 13.62938, 10.64661], [5.14091, 10.24417, 11.52351], [6.30022, 10.64664, 10.07447], [5.82334, 10.98936, 8.76804], [6.71761, 11.23998, 7.79359], [6.08851, 11.74160, 6.06948], [8.10030, 11.30035, 8.03326], [9.04409, 11.69989, 7.10733], [10.37377, 11.64402, 7.42180], [10.76572, 11.32010, 8.75794], [9.89142, 11.08914, 9.75459], [8.54513, 11.05688, 9.37952], [7.61831, 10.76766, 10.40519], [8.17359, 10.57423, 11.56825], [4.76120, 10.95925, 8.51212], [8.73075, 12.07671, 6.10624], [11.14256, 11.87537, 6.68053], [11.79427, 11.24078, 9.06228], [10.38376, 5.16481, 12.63954], [9.90354, 6.56909, 12.50202], [10.94338, 7.38272, 11.94107], [10.90481, 8.60003, 10.93131], [10.03986, 8.17788, 9.69380], [9.56349, 6.86039, 9.16297], [8.07069, 6.91650, 9.16926], [12.46955, 8.65189, 10.68408], [13.33185, 7.53493, 10.35732], [12.95684, 6.79548, 9.06752], [9.54991, 4.53497, 13.03724], [11.24802, 5.03765, 13.28629], [10.50424, 4.74730, 11.65282], [9.62464, 6.93343, 13.51632], [9.01239, 6.57244, 11.89232], [10.01433, 5.96525, 9.67288], [9.94293, 6.83994, 8.14845], [7.67008, 6.85079, 10.19881], [7.68781, 6.03559, 8.63315], [7.68089, 7.84919, 8.79248], [13.32700, 6.86453, 11.19288], [14.29552, 8.03649, 10.29235], [12.06278, 6.15574, 9.23804], [13.76846, 6.12706, 8.76221], [12.68066, 7.51136, 8.32736]]}

***

Record 2
{"formula": "C32H32BrCoN8O2Sb", "method": "ωB97M-V with the def2-TZVPD basis set", "e_lumo_ev": [-0.3, -0.3], "e_homo_ev": [-7.61, -8.11], "s_squared": 0.769, "relative_energy_kcal_mol": 4.9, "spin_multiplicity": 2, "elements": ["Co", "C", "C", "C", "C", "C", "C", "N", "N", "C", "C", "C", "C", "C", "C", "H", "H", "H", "H", "H", "H", "H", "H", "H", "C", "C", "N", "C", "C", "N", "C", "N", "N", "N", "C", "C", "C", "C", "C", "C", "H", "H", "H", "H", "H", "H", "H", "H", "H", "H", "H", "C", "Sb", "C", "C", "H", "H", "H", "H", "H", "H", "H", "H", "H", "Br", "C", "C", "N", "C", "C", "C", "C", "O", "O", "H", "H", "H"], "coordinates": [[-0.09581, 0.25180, 0.04583], [0.98597, 2.54489, 5.25483], [0.83850, 3.02398, 3.96400], [0.44472, 2.16977, 2.94031], [0.19338, 0.83494, 3.21536], [0.34166, 0.34665, 4.50975], [0.73728, 1.20202, 5.52185], [-0.20877, -0.01610, 2.11451], [-0.66438, -1.11972, 2.47720], [-1.03825, -1.94942, 1.40031], [-1.66406, -3.14898, 1.72368], [-2.05898, -3.99364, 0.70334], [-1.82012, -3.61199, -0.61312], [-1.18692, -2.40960, -0.90914], [-0.76392, -1.52992, 0.09192], [1.29111, 3.21030, 6.05184], [1.02155, 4.06823, 3.74468], [0.31166, 2.53778, 1.93187], [0.15074, -0.69801, 4.70778], [0.85426, 0.81815, 6.52692], [-1.83615, -3.39567, 2.76386], [-2.55002, -4.93194, 0.92376], [-2.13321, -4.26384, -1.42050], [-1.03029, -2.16135, -1.95494], [2.25671, -2.01861, -1.59265], [2.74782, -0.86367, -0.79809], [2.03125, -0.07628, -0.02548], [2.91514, 0.80299, 0.56854], [4.17440, 0.54803, 0.14114], [4.06428, -0.52043, -0.72724], [5.12693, -1.07913, -1.53118], [4.95726, -0.78377, -2.93106], [4.75429, -1.79462, -3.81053], [4.57246, -1.31517, -4.97917], [4.64101, 0.06335, -4.89687], [4.49837, 1.03934, -5.88838], [4.61951, 2.35090, -5.49701], [4.87486, 2.69729, -4.15097], [5.00845, 1.74858, -3.16401], [4.88787, 0.41568, -3.57517], [1.23830, -2.23655, -1.28800], [2.87246, -2.90180, -1.41306], [2.27972, -1.81953, -2.66462], [2.58182, 1.54989, 1.26722], [5.12380, 0.99464, 0.37985], [5.15299, -2.16438, -1.45335], [6.06819, -0.66992, -1.16601], [4.30091, 0.76143, -6.91445], [4.51332, 3.14028, -6.22852], [4.95348, 3.74365, -3.88705], [5.18025, 2.02555, -2.13338], [0.39676, -0.33442, -4.47546], [-0.20857, 0.68563, -2.68254], [0.83124, 2.48593, -3.17256], [-2.12888, 1.24376, -3.43087], [-0.00441, 0.20991, -5.33043], [0.02588, -1.35884, -4.49780], [1.48439, -0.35325, -4.55148], [0.46057, 2.87114, -4.12239], [1.89564, 2.27183, -3.26532], [0.68227, 3.21896, -2.38220], [-2.00032, 1.92708, -4.26968], [-2.72053, 1.71171, -2.64733], [-2.64764, 0.34800, -3.77143], [-1.49259, 7.60786, 0.59480], [-2.33181, 5.92862, 0.37420], [-3.71476, 5.85669, 0.29992], [-4.36566, 4.70719, 0.14622], [-3.64386, 3.59206, 0.06543], [-2.25612, 3.57519, 0.12655], [-1.58027, 4.77512, 0.28379], [-1.50539, 2.28546, 0.02013], [-2.11338, 1.20165, -0.05748], [-0.22974, 2.33595, 0.00421], [-4.31289, 6.75760, 0.36714], [-4.18144, 2.65925, -0.05199], [-0.50000, 4.78977, 0.32745]]}

***

Record 3
{"formula": "C32H32F4N2O2PZn", "method": "ωB97M-V with the def2-TZVPD basis set", "e_lumo_ev": 2.6, "charge": -1, "e_homo_ev": -2.48, "spin_multiplicity": 1, "elements": ["Zn", "C", "C", "N", "C", "C", "C", "C", "N", "C", "C", "F", "C", "F", "C", "C", "F", "C", "F", "H", "H", "H", "H", "H", "H", "H", "H", "H", "H", "H", "H", "H", "H", "H", "C", "C", "C", "C", "C", "C", "P", "C", "C", "C", "C", "C", "C", "C", "C", "C", "C", "C", "C", "H", "H", "H", "H", "H", "H", "H", "H", "H", "H", "H", "H", "H", "H", "C", "O", "C", "O", "H", "H", "H"], "coordinates": [[-0.52650, 0.86934, 0.58394], [-4.07973, -0.90367, -0.81945], [-4.21394, 0.35131, -1.68799], [-3.37736, 1.48066, -1.26856], [-4.02215, 2.33859, -0.27955], [-4.32842, 1.66108, 1.05408], [-2.97545, 2.30322, -2.41258], [-1.90408, 1.67732, -3.34030], [-0.92083, 0.91389, -2.60211], [0.25077, 1.60453, -2.08053], [0.07929, 2.33892, -0.82732], [-0.99284, 3.28358, -0.84920], [1.28718, 3.04590, -0.41135], [1.09538, 3.99038, 0.53400], [2.51268, 2.85825, -0.89009], [2.77676, 1.82850, -1.92486], [3.28888, 2.41913, -3.08175], [1.54615, 0.92740, -2.12785], [1.68095, 0.21516, -3.33457], [-4.40994, -1.78002, -1.38178], [-4.67446, -0.84474, 0.08960], [-3.03741, -1.05442, -0.54001], [-5.27109, 0.66544, -1.74274], [-3.91220, 0.08094, -2.69796], [-4.95384, 2.77067, -0.69124], [-3.33246, 3.16239, -0.08840], [-5.22808, 1.04814, 1.00569], [-4.48650, 2.42351, 1.81858], [-3.48687, 1.03759, 1.36107], [-2.55567, 3.22156, -2.01017], [-3.85273, 2.58486, -3.02320], [-1.37834, 2.48667, -3.84622], [-2.35932, 1.04113, -4.09811], [3.34999, 3.42095, -0.49922], [4.60523, 0.89573, -0.37350], [3.62156, 0.61403, -1.43970], [2.29148, -0.11148, -1.03796], [2.02646, -0.10587, 0.43405], [2.88960, 0.50491, 1.29816], [4.18545, 0.98263, 0.89895], [0.88654, -1.37685, 1.13066], [2.03858, -2.72229, 1.61452], [1.48410, -3.77277, 2.35335], [2.22473, -4.90164, 2.65654], [3.53169, -5.01774, 2.19538], [4.08404, -3.99034, 1.44680], [3.34644, -2.84890, 1.15858], [0.43608, -0.61343, 2.74284], [0.94109, -0.94058, 3.99879], [0.45768, -0.28720, 5.12578], [-0.52351, 0.68432, 4.99464], [-1.01120, 1.02205, 3.73558], [-0.55172, 0.37677, 2.59345], [5.62209, 1.14267, -0.65719], [4.07654, 0.15103, -2.31604], [2.16010, -1.11568, -1.44392], [2.66058, 0.50375, 2.35692], [4.87149, 1.28719, 1.68289], [0.45994, -3.68631, 2.70044], [1.78612, -5.69526, 3.24953], [4.10973, -5.90720, 2.41367], [5.10227, -4.07807, 1.08630], [3.79799, -2.04192, 0.59174], [1.71687, -1.68874, 4.11000], [0.85871, -0.52717, 6.10394], [-0.90273, 1.19027, 5.87613], [-1.76344, 1.80074, 3.65531], [-1.51720, -2.39915, -3.70850], [-1.69270, -0.99074, -3.59841], [-0.99041, -0.42251, -2.56825], [-0.48276, -1.12438, -1.70717], [-2.20747, -2.73534, -4.47923], [-1.72643, -2.89481, -2.76098], [-0.49143, -2.62791, -4.00394]]}

***

no.,molar mass (g mol⁻¹),largest force on an atom (eV/Å)
1,792.365,4.05
2,821.259,0.47
3,648.976,1.64